[1]
Molecular formula: C4H10NO
Method: DFT, wB97M-V/def2-TZVPD

```
16
C4H10NO (wB97M-V/def2-TZVPD)
C 1.5870 0.1348 0.4927
C 1.8397 1.5512 0.1924
C -0.0449 -1.8102 0.1661
C -2.1820 0.5380 -0.6578
N 0.5295 -0.6034 0.3990
O -1.0257 1.0735 -0.5309
H 2.4886 -0.3382 0.8975
H 2.0700 2.1493 1.1135
H 0.9725 1.9642 -0.2426
H 2.7371 1.7066 -0.3135
H -1.2851 -1.5779 -0.0700
H -0.0304 -2.4541 1.0642
H 0.3220 -2.2204 -0.7727
H -2.9073 0.5513 0.1484
H -1.9669 -0.6123 -0.8416
H -2.5885 0.6953 -1.6846
```

Summary:
* E_LUMO (spin up / spin down): -4.6 / -7.6 eV
* total charge: +1
* gap between HOMO and LUMO (spin up / spin down): 9.591 / 6.620 eV
* spin multiplicity: 3
* ⟨S²⟩: 2.018

[2]
Molecular formula: C2H6N4O2
Method: DFT, wB97M-V/def2-TZVPD

```
14
C2H6N4O2 (wB97M-V/def2-TZVPD)
C 0.1785 -1.4728 -0.0191
C 1.3565 -0.7757 -0.0887
N -1.0801 -0.8475 -0.1165
N -0.2595 1.1312 0.9503
N 1.3490 0.5075 -0.5170
N -1.2931 0.4686 0.3933
O 2.5047 1.1825 -0.0608
O -1.9010 1.2529 -0.6342
H 0.2583 -2.5108 0.0988
H 2.2837 -1.3038 -0.0681
H -1.8061 -1.4150 0.1111
H -0.3446 2.0938 0.7368
H 2.4548 2.0243 -0.5908
H -1.1799 1.5570 -1.1856
```

Summary:
* E_LUMO (spin up / spin down): 0.0 / 0.3 eV
* total charge: 0
* gap between HOMO and LUMO (spin up / spin down): 8.216 / 8.083 eV

[3]
Molecular formula: C15H23ClN4O4S
Method: DFT, wB97M-V/def2-TZVPD

```
48
C15H23ClN4O4S (wB97M-V/def2-TZVPD)
C -1.4185 0.0318 3.8041
O -1.5898 -0.6495 2.5693
C -2.1225 0.0882 1.4795
C -1.0244 0.8412 0.7159
O -1.3131 1.5109 -0.2744
N 0.2209 0.6887 1.1809
C 1.3781 1.2602 0.5235
C 2.0172 0.2941 -0.4726
C 1.0743 0.0045 -1.6497
O 0.6418 1.1673 -2.3006
N 2.3608 -1.0041 0.1078
C 2.5317 -1.3103 1.4196
O 2.6292 -0.4843 2.3098
C 2.5239 -2.8027 1.7271
C 1.1099 -3.2817 1.8657
C 0.2722 -3.8234 0.8713
C -0.9088 -4.0513 1.5342
Cl -2.3730 -4.7256 0.9642
N -0.7542 -3.6670 2.8135
C -1.7396 -3.6498 3.8731
N 0.4804 -3.1857 3.0280
C -2.7652 -0.9430 0.5531
C -4.0119 -1.4528 1.2661
S -4.6974 -0.0344 2.1920
C -3.2625 1.0302 1.8566
H -0.7772 -0.6042 4.4121
H -0.9258 0.9997 3.6745
H -2.3766 0.1753 4.3101
H 0.3734 0.0572 1.9532
H 1.0609 2.1422 -0.0298
H 2.0949 1.5558 1.2811
H 2.9170 0.7823 -0.8596
H 1.6068 -0.6072 -2.3845
H 0.2281 -0.5888 -1.2779
H -0.1063 1.5143 -1.7841
H 2.2554 -1.7908 -0.5130
H 3.0349 -3.3670 0.9450
H 3.0518 -2.9401 2.6675
H 0.4902 -4.0486 -0.1584
H -1.1981 -3.5915 4.8124
H -2.3917 -2.7827 3.7692
H -2.3300 -4.5628 3.8448
H -3.0238 -0.4450 -0.3813
H -2.0617 -1.7510 0.3404
H -4.7554 -1.8234 0.5634
H -3.7685 -2.2478 1.9671
H -3.0408 1.6368 2.7323
H -3.4534 1.6915 1.0148
```

Summary:
* E_LUMO: 0.5 eV
* total charge: 0
* SMILES: CO[C@@]1(C(=O)NC[C@H](CO)NC(=O)Cc2cc(Cl)n(C)n2)CCSC1
* gap between HOMO and LUMO: 9.194 eV

[4]
Molecular formula: CH5N3S
Method: DFT, wB97M-V/def2-TZVPD

```
10
CH5N3S (wB97M-V/def2-TZVPD)
H -1.5265 1.5700 -0.6333
N -0.4652 1.5091 -0.1453
C -0.2921 0.2844 -0.1481
N -1.4400 -0.5885 -0.2359
N 0.8581 -0.4749 -0.2016
S 2.4666 0.1250 -0.2930
H -2.2978 -0.3477 0.3780
H -1.1411 -1.5042 -0.3146
H 0.8366 -1.2201 0.3859
H 3.0012 0.6468 1.2076
```

Summary:
* E_LUMO: 0.3 eV
* total charge: 0
* SMILES: [H]/N=C(\N)NS
* gap between HOMO and LUMO: 9.882 eV